Entry from the Open Molecules 2025 dataset: C55H69N2O6PS2Si2 as an isolated structure (ωB97M-V/def2-TZVPD).

Positions of all 137 atoms, in Å:
C (0.27, 3.56, -4.72)
C (1.40, 2.47, -5.15)
C (2.86, 3.03, -4.76)
C (3.16, 2.89, -3.18)
C (3.96, 4.18, -2.61)
C (5.44, 3.68, -2.14)
C (5.58, 3.75, -0.52)
C (6.30, 2.43, 0.05)
N (5.35, 1.51, 0.81)
C (5.39, 0.22, 0.05)
C (4.28, -0.85, 0.50)
C (2.93, -0.76, -0.40)
C (1.89, -1.89, 0.05)
C (0.62, -2.06, -0.92)
C (-0.17, -0.66, -1.20)
C (-0.27, -0.45, -2.80)
C (-1.64, -1.20, -3.27)
C (5.94, 1.40, 2.15)
S (6.65, 0.03, 2.81)
S (5.94, 2.91, 3.26)
C (4.72, 4.15, 2.61)
C (3.97, 4.91, 3.83)
C (2.35, 4.70, 3.68)
Si (1.37, 6.33, 3.51)
O (1.66, 7.21, 2.04)
Si (0.54, 6.82, 0.77)
C (1.08, 5.24, -0.24)
O (0.06, 4.21, -0.30)
C (0.31, 3.16, 0.62)
C (-0.84, 2.76, 1.61)
C (-0.67, 1.60, 2.62)
C (0.67, 0.80, 2.72)
C (1.80, 1.21, 1.76)
C (1.62, 2.34, 0.73)
P (-0.74, 5.86, 3.94)
N (-0.79, 4.78, 5.14)
H (0.33, 4.40, -5.50)
H (0.53, 3.90, -3.66)
H (-0.77, 3.07, -4.76)
H (1.28, 2.27, -6.27)
H (1.20, 1.49, -4.60)
H (2.86, 4.15, -5.01)
H (3.63, 2.44, -5.38)
H (2.14, 2.76, -2.66)
H (3.74, 1.91, -3.01)
H (3.34, 4.62, -1.75)
H (4.08, 4.97, -3.41)
H (5.72, 2.66, -2.57)
H (6.20, 4.43, -2.58)
H (4.54, 3.94, -0.09)
H (6.29, 4.64, -0.30)
H (7.19, 2.76, 0.71)
H (6.78, 1.89, -0.85)
H (6.45, -0.24, -0.01)
H (5.14, 0.49, -1.05)
H (4.72, -1.89, 0.26)
H (4.05, -0.84, 1.62)
H (2.48, 0.30, -0.40)
H (3.25, -0.96, -1.48)
H (2.45, -2.90, 0.04)
H (1.56, -1.71, 1.13)
H (-0.13, -2.72, -0.35)
H (0.86, -2.62, -1.90)
H (-1.26, -0.79, -0.83)
H (0.28, 0.22, -0.63)
H (0.60, -1.00, -3.31)
H (-0.31, 0.64, -3.12)
H (-1.62, -1.50, -4.37)
H (-2.56, -0.55, -3.08)
H (-1.78, -2.16, -2.64)
H (3.99, 3.67, 1.88)
H (5.28, 4.97, 2.03)
H (4.30, 4.35, 4.79)
H (4.28, 6.00, 3.95)
H (2.13, 3.92, 2.88)
H (2.02, 4.23, 4.69)
H (1.83, 7.21, 4.61)
H (-0.86, 6.76, 1.17)
H (0.63, 7.93, -0.21)
H (1.27, 5.57, -1.34)
H (2.09, 4.89, 0.15)
H (-1.86, 3.29, 1.61)
H (-1.52, 1.29, 3.31)
H (0.82, -0.07, 3.45)
H (2.79, 0.65, 1.83)
H (2.51, 2.57, 0.04)
H (-1.41, 7.10, 4.24)
H (-1.43, 5.27, 2.82)
H (-1.26, 3.92, 4.82)
C (-5.11, -5.94, -0.09)
C (-5.63, -7.18, 0.29)
C (-4.78, -8.21, 0.67)
C (-3.40, -8.01, 0.66)
C (-2.87, -6.78, 0.26)
C (-3.73, -5.74, -0.11)
C (-1.41, -6.57, 0.20)
O (-0.95, -5.49, -0.15)
C (-0.51, -7.68, 0.56)
C (0.87, -7.52, 0.45)
C (1.73, -8.56, 0.80)
C (1.20, -9.76, 1.27)
C (-0.17, -9.93, 1.38)
C (-1.03, -8.90, 1.01)
C (-2.50, -9.10, 1.09)
O (-2.95, -10.15, 1.50)
H (-5.78, -5.14, -0.38)
H (-6.70, -7.34, 0.29)
H (-5.19, -9.16, 0.97)
H (-3.33, -4.78, -0.41)
H (1.29, -6.58, 0.09)
H (2.80, -8.43, 0.72)
H (1.87, -10.57, 1.55)
H (-0.57, -10.88, 1.74)
C (-8.14, -2.36, -2.88)
C (-9.01, -1.42, -2.34)
C (-8.61, -0.63, -1.27)
C (-7.33, -0.79, -0.73)
C (-6.47, -1.75, -1.25)
C (-6.87, -2.53, -2.34)
C (-5.13, -1.96, -0.65)
O (-4.37, -2.80, -1.11)
C (-4.73, -1.15, 0.52)
C (-3.50, -1.38, 1.13)
C (-3.11, -0.61, 2.22)
C (-3.95, 0.40, 2.70)
C (-5.18, 0.62, 2.10)
C (-5.58, -0.16, 1.01)
C (-6.91, 0.07, 0.40)
O (-7.65, 0.95, 0.82)
H (-8.45, -2.97, -3.73)
H (-10.01, -1.30, -2.76)
H (-9.29, 0.11, -0.86)
H (-6.20, -3.27, -2.76)
H (-2.84, -2.16, 0.76)
H (-2.15, -0.79, 2.70)
H (-3.64, 1.00, 3.55)
H (-5.83, 1.40, 2.48)

The highest occupied orbital energy is -8.38 eV. As for the total energy: -120127.09464 eV. The LUMO energy is -1.195 eV.